[1]
Formula: C5H8N2O
Source: OMol25
Level of theory: the ωB97M-V functional and the def2-TZVPD basis

```
16
Properties=species:S:1:pos:R:3:forces:R:3:mulliken_charge:R:1
C -2.234753 0.806874 0.107379 -0.05 -0.34 -0.09 -0.669
C -1.031356 1.028752 0.610514 0.74 2.51 -0.98 -0.254
C 0.338895 1.046415 -0.176193 -2.44 -1.54 3.63 0.516
O 1.121848 1.954473 -0.099189 0.04 0.05 -0.75 -0.522
C 0.532849 -0.407069 -0.288963 3.42 -0.99 -1.89 0.851
C -0.217874 -1.209951 -1.311395 -0.27 -0.13 0.27 -1.372
N 1.490454 -1.025636 0.330275 -1.34 0.22 0.08 -0.317
N 2.193526 -0.418988 1.319373 0.68 0.52 0.17 -0.544
H -3.125927 1.103467 0.634769 -0.15 -0.30 0.34 0.273
H -2.389704 0.312480 -0.839214 0.03 0.27 -0.29 0.226
H -0.919214 1.511571 1.576892 -0.06 0.02 0.05 0.306
H -0.551407 -0.605284 -2.151005 0.02 0.07 -0.09 0.353
H 0.433382 -2.003866 -1.674475 -0.09 0.03 0.03 0.382
H -1.096480 -1.659750 -0.845961 -0.05 -0.10 -0.13 0.294
H 2.977049 -0.987937 1.605660 -0.18 -0.05 -0.11 0.251
H 2.478711 0.554448 1.201533 -0.31 -0.24 -0.22 0.223
```
Forces are in eV/Å.

Properties
SMILES = C=CC(=O)/C(C)=N\N
E_HOMO = -8.63 eV
total charge = 0
ΔE to the lowest compared entry with this formula, charge and spin = 76.5 kcal/mol
gap between HOMO and LUMO = 8.61 eV
max |F| = 0.0901 hartree/bohr



[2]
Formula: C9H16O3S
Source: OMol25
Level of theory: the ωB97M-V functional and the def2-TZVPD basis

```
29
Properties=species:S:1:pos:R:3:forces:R:3:mulliken_charge:R:1
C 1.126493 1.263285 2.883372 -1.12 -0.93 -0.64 -1.637
C 0.674850 0.399625 1.693090 0.89 0.14 0.06 0.712
C -0.157620 -0.821286 2.128237 1.73 1.17 1.88 -1.540
C 0.011919 1.256546 0.665401 -1.06 -0.31 -1.85 -0.316
O -0.424907 2.367542 0.826565 0.50 -0.38 0.39 -0.571
C -0.216322 0.652187 -0.832174 -0.92 -0.03 2.54 1.523
C 0.188913 1.638943 -1.807143 -0.23 2.73 -4.21 -1.565
C 0.258979 -0.739702 -1.110764 1.11 1.13 -3.12 -0.585
C -0.677863 -1.436685 -2.076609 0.11 1.58 -3.45 -0.874
C -2.127337 -1.081979 -1.996703 -1.23 -0.19 4.10 -0.618
S -2.081301 0.450642 -0.872729 -1.06 -0.08 -2.44 1.208
O -2.750416 1.518995 -1.557422 0.40 0.64 -0.28 -0.700
O -2.624313 0.107344 0.404527 0.54 -0.64 0.92 -0.642
H 0.254808 1.478656 3.539141 1.00 0.04 -0.20 0.306
H 1.941597 0.726242 3.297254 0.30 -0.82 1.39 0.492
H 1.647167 2.111189 2.524919 -0.15 1.45 -0.36 0.422
H 1.596443 0.007422 1.211012 -0.36 0.16 0.05 0.334
H -1.140092 -0.510901 2.363123 -1.06 0.24 0.56 0.337
H 0.375436 -1.244188 3.028903 -0.77 0.21 -0.93 0.385
H -0.225913 -1.522096 1.366148 -0.11 -1.49 -1.00 0.473
H 1.290654 1.638203 -1.978651 -0.65 0.19 0.49 0.364
H -0.223280 2.695551 -1.657004 0.82 -1.52 0.36 0.352
H -0.223617 1.444048 -2.885064 0.55 -0.15 1.82 0.338
H 0.189819 -1.247070 -0.267957 -0.04 -2.38 3.81 0.048
H 1.335934 -0.860313 -1.444910 -1.22 0.58 0.18 0.347
H -0.538814 -1.037375 -3.132552 1.09 -0.96 1.01 0.330
H -0.551715 -2.480008 -2.029080 0.39 -1.32 -0.27 0.424
H -2.658801 -1.018715 -2.970118 0.22 0.32 1.08 0.351
H -2.639929 -1.728123 -1.178914 0.30 0.63 -1.89 0.302
```
Forces are in eV/Å.

Properties
SMILES = CC(C)C(=O)[C@@]1(C)CCCS1(=O)=O
E_HOMO = -9.62 eV
total charge = 0
ΔE to the lowest compared entry with this formula, charge and spin = 29.6 kcal/mol
gap between HOMO and LUMO = 10.16 eV
max |F| = 0.0977 hartree/bohr



[3]
Formula: C6H13B2Br3Cl4CsF7Li2N3NaO6S
Source: OMol25
Level of theory: the ωB97M-V functional and the def2-TZVPD basis

```
49
Properties=species:S:1:pos:R:3:forces:R:3:mulliken_charge:R:1
C 0.275439 2.389893 -2.093722 -0.28 0.83 -0.81 -0.210
C -0.892503 2.494115 -0.979596 1.25 -1.73 0.44 -0.534
Br -1.363902 4.497328 -0.802811 0.88 -1.05 2.29 0.003
C -0.368739 2.042228 0.507934 0.94 0.99 -4.10 -0.138
Br -1.360938 3.156950 1.827701 0.71 -1.49 0.63 0.128
N -0.592494 0.571947 0.576081 2.80 -1.04 -0.70 0.377
C 0.451731 -0.204108 -0.100886 -2.71 0.75 -2.21 -1.492
N 0.038246 -1.078047 -1.282684 1.31 1.10 3.17 0.404
N 1.766667 -0.219301 0.289913 -1.53 1.62 2.69 0.688
O 2.764190 -0.942292 -0.325565 1.20 0.09 -1.00 -0.598
B 3.996370 -0.190165 0.017833 3.09 2.45 1.03 0.736
O 4.693943 -0.298438 1.260880 -2.63 0.22 -2.01 -0.485
O 4.553780 0.686593 -0.991538 -2.74 -1.53 0.91 -0.467
S -0.935658 -0.081839 2.158782 -6.06 -3.87 2.12 1.359
O -2.400264 0.058223 2.588606 4.18 0.55 -1.54 -0.734
O -0.731885 -1.606703 2.034552 1.41 3.42 -0.83 -0.693
C 0.187136 0.436682 3.551915 1.05 1.01 3.12 0.236
F -0.635746 0.875138 4.626219 2.51 -1.04 -3.30 -0.162
F 1.167765 1.415811 3.230865 -2.75 -2.10 0.59 -0.153
F 0.918195 -0.782821 4.064953 -2.88 4.86 -4.33 -0.133
H 1.120200 3.162403 -1.907013 -1.26 -1.58 0.11 0.402
H 0.674611 1.318630 -2.270388 -0.56 1.22 0.71 -0.535
H -0.185797 2.706685 -3.100638 1.13 -1.03 1.75 0.557
H -1.877758 1.960713 -1.262461 1.64 1.03 0.34 0.549
H 0.767962 2.281945 0.522426 -1.24 -0.05 0.74 0.371
H -0.046000 -2.032947 -0.865620 -0.37 0.92 -1.79 -0.114
H 0.780760 -1.101392 -1.999794 -0.80 -0.52 0.39 -0.153
H 2.074613 0.356333 1.113452 -0.06 0.52 -0.81 -0.046
H 4.441665 0.477408 1.837576 0.49 -0.63 -0.79 0.373
H 3.786589 1.248032 -1.280948 1.13 -0.06 0.49 0.289
Br -1.681840 4.223816 -3.156204 -1.70 1.09 -4.05 -0.470
C -3.531835 -2.826131 -0.266508 -1.07 3.76 -3.31 -0.858
Cl -1.791034 -3.125631 -0.223182 1.40 1.32 -2.25 -0.188
Cl -3.925947 -1.549396 -1.415686 0.10 -0.32 0.27 -0.080
H -4.040858 -3.742484 -0.565685 -0.04 0.96 -1.23 0.523
H -3.867366 -2.525153 0.727764 0.01 1.29 -0.89 0.453
Na 1.338957 -2.465661 0.552879 0.07 -0.72 1.37 1.050
O 2.664989 2.449706 1.023670 0.03 -1.52 -1.09 -0.892
H 2.457945 2.483003 1.951377 0.01 0.30 0.55 0.208
Cl -1.840127 3.586585 4.386425 -0.91 1.63 0.42 -0.685
Li -2.478585 5.560294 2.461013 0.37 -0.98 0.87 0.807
Cs -3.298790 -4.540806 1.325542 -0.84 -7.44 7.38 1.046
B -1.377349 -3.824626 -4.096335 -0.48 -0.34 -1.09 0.506
F -0.278598 -3.025123 -3.601452 -0.28 -0.21 0.14 -0.395
F -0.877724 -4.816811 -4.999284 -0.32 0.95 1.01 -0.363
F -2.030491 -4.468589 -2.987699 0.41 0.45 -0.31 -0.384
F -2.313270 -2.981054 -4.777723 0.89 -0.61 0.82 -0.395
Cl 1.575834 -1.866005 5.516962 2.20 -3.62 4.00 -0.640
Li 2.227909 -0.144940 -2.801897 0.31 0.15 0.09 0.931
```
Forces are in eV/Å.

Properties
E_HOMO = -5.76 eV
total charge = 0
ΔE to the lowest compared entry with this formula, charge and spin = 0.0 kcal/mol
gap between HOMO and LUMO = 2.51 eV
max |F| = 0.2045 hartree/bohr



[4]
Formula: C11H12N2O2
Source: OMol25
Level of theory: the ωB97M-V functional and the def2-TZVPD basis

```
27
Properties=species:S:1:pos:R:3:forces:R:3:mulliken_charge:R:1
C 1.808841 1.266733 -3.122355 -0.43 -1.09 -0.48 -0.725
C 1.769288 2.379866 -2.282952 1.31 0.39 -2.34 -0.312
C 1.209084 0.284912 -2.415849 0.17 0.38 0.23 -0.154
C -0.043545 0.688822 1.037337 2.17 0.99 -1.24 1.013
C 0.316293 0.059943 -0.180250 -1.42 -0.21 1.51 0.304
C -1.135199 -1.940944 0.470490 0.44 0.21 0.94 -0.106
C -0.288005 -1.335025 -0.546208 1.62 2.28 -2.35 -0.375
C 0.530385 1.901871 1.371297 -2.02 -1.25 1.57 -0.830
C -0.837709 0.010909 2.080198 -0.72 -1.31 -3.82 -1.610
C -1.800400 -0.974559 1.403099 -1.56 -0.16 -1.35 -0.871
C -1.274181 -3.371405 0.660874 0.14 0.11 -0.83 -0.141
N 1.235538 2.113514 -1.135500 -0.72 0.16 0.47 -1.129
N 0.843970 0.827304 -1.218814 0.35 -1.76 -0.25 0.662
O 0.275715 2.558136 2.524858 -0.21 -0.95 1.42 -0.563
O -2.211224 -3.900564 1.264855 1.12 0.34 -0.30 -0.531
H 2.114290 0.991083 -4.107594 0.55 0.91 -0.50 0.393
H 2.203146 3.293156 -2.646323 -0.20 0.67 0.89 0.402
H 1.158553 -0.725554 -2.738102 -0.51 -0.62 0.33 0.307
H -0.887019 -0.966365 -1.430812 -0.24 -0.83 0.54 0.461
H 0.513160 -1.913719 -1.076092 -0.73 -0.24 0.95 0.449
H 1.117284 2.489148 0.805941 1.66 1.35 -1.98 0.841
H -0.158105 -0.452796 2.664453 1.88 -1.87 2.49 0.503
H -1.285349 0.784243 2.561856 -2.06 1.69 1.83 0.791
H -2.471958 -0.309759 0.665514 0.77 -1.41 1.89 0.261
H -2.333020 -1.694048 2.067621 -0.31 1.34 -0.12 0.357
H -0.439738 -3.943085 0.126887 -0.99 0.07 0.57 0.252
H 0.069904 1.878184 3.195572 -0.07 0.82 -0.09 0.352
```
Forces are in eV/Å.

Properties
E_HOMO (alpha / beta) = -8.74 / -6.62 eV
total charge = 0
ΔE to the lowest compared entry with this formula, charge and spin = 149.0 kcal/mol
gap between HOMO and LUMO (alpha / beta) = 8.62 / 5.28 eV
max |F| = 0.0797 hartree/bohr



[5]
Formula: C3H8OYb
Source: OMol25
Level of theory: the ωB97M-V functional and the def2-TZVPD basis

```
13
Properties=species:S:1:pos:R:3:forces:R:3:mulliken_charge:R:1
C -0.321581 -2.311483 0.032454 -0.20 -0.18 -0.01 -0.614
O -0.558251 -0.932823 0.220492 0.16 0.72 0.02 -0.015
C -1.805192 -0.430040 -0.264088 0.03 -0.79 1.95 -0.043
C -1.878616 1.075278 -0.122838 1.69 2.65 -1.99 -1.018
H 0.687408 -2.497129 0.425937 -0.32 -0.12 -0.17 0.181
H -1.068765 -2.890453 0.597140 0.26 -0.01 -0.17 0.279
H -0.373128 -2.567861 -1.037548 0.07 -0.01 0.28 0.305
H -2.599955 -0.932533 0.313354 -0.02 0.14 -0.22 0.317
H -1.919497 -0.749400 -1.313990 0.14 0.50 0.22 0.314
H -0.712317 1.629160 -0.384071 -3.26 -1.50 -1.02 -0.015
H -2.838733 1.235370 -0.644711 0.73 0.27 -2.07 0.297
H -2.168531 2.009662 0.388975 0.34 -1.60 2.93 0.332
Yb 1.150944 0.689206 0.984886 0.37 -0.06 0.25 -0.318
```
Forces are in eV/Å.

Properties
E_HOMO = -4.87 eV
total charge = 0
ΔE to the lowest compared entry with this formula, charge and spin = 46.5 kcal/mol
gap between HOMO and LUMO = 5.34 eV
max |F| = 0.0726 hartree/bohr



[6]
Formula: C7H14O3
Source: OMol25
Level of theory: the ωB97M-V functional and the def2-TZVPD basis

```
24
Properties=species:S:1:pos:R:3:forces:R:3:mulliken_charge:R:1
C -0.821554 -1.703696 0.839215 -0.03 -0.18 0.20 -1.061
C -0.981806 -0.633487 -0.237166 -0.48 -0.04 -0.07 -0.861
C 0.288603 0.187460 -0.546001 -0.82 0.65 -1.18 0.528
C 0.487234 1.433106 0.304391 1.35 4.03 2.54 -0.772
C 0.164478 1.300159 1.764383 -1.83 -2.64 1.06 -0.143
O -0.942881 1.598920 2.243545 2.27 0.06 -1.06 -0.525
C 1.519735 -0.708886 -0.505273 0.55 0.10 0.82 0.460
C 1.664501 -1.721164 -1.611302 -0.12 -0.16 -0.28 -1.237
O 2.335485 -0.641926 0.395189 -0.45 0.01 -0.49 -0.555
H -1.805906 -2.084253 1.143362 0.25 0.09 -0.10 0.397
H -0.336761 -1.301851 1.739729 -0.09 -0.18 -0.21 0.239
H -0.237143 -2.564796 0.481422 -0.09 0.27 0.20 0.279
H -1.779235 0.056975 0.068563 0.28 -0.07 -0.18 0.296
H -1.339112 -1.096935 -1.167606 0.11 0.06 0.22 0.479
H 0.208943 0.505596 -1.599394 -0.08 0.05 0.31 0.414
H 1.525293 1.791570 0.205271 0.26 -1.03 0.30 0.372
H 0.123891 2.549802 0.440544 -0.87 -1.89 -2.75 0.220
H 0.844031 0.638442 2.337794 0.09 0.64 0.45 0.503
H 1.310200 -1.319479 -2.569588 0.11 -0.13 0.21 0.346
H 1.045443 -2.600229 -1.375048 0.16 0.22 -0.07 0.249
H 2.709162 -2.041095 -1.689670 -0.28 0.09 0.06 0.374
O -2.157830 2.572158 -0.527079 -0.35 -0.87 3.14 -0.657
H -2.107622 2.366612 0.514486 0.03 0.86 -3.34 0.362
H -1.717149 3.416999 -0.649769 0.01 0.05 0.20 0.292
```
Forces are in eV/Å.

Properties
SMILES = CC[C@@H](CC=O)C(C)=O.O
E_HOMO = -9.84 eV
total charge = 0
ΔE to the lowest compared entry with this formula, charge and spin = 58.0 kcal/mol
gap between HOMO and LUMO = 10.47 eV
max |F| = 0.0963 hartree/bohr